1.
A cluster of 2 separate species, C3H10FN2 in total in a non-equilibrium geometry, computed with ωB97M-V/def2-TZVPD.

The geometry in XYZ format:
```
16
Properties=species:S:1:pos:R:3:forces:R:3
C -1.391 -0.278 -0.851 0.53 -2.19 -0.83
C 1.015 -0.677 -0.045 0.02 1.63 2.90
C -0.412 -0.622 0.221 -1.28 -0.91 -3.86
N -0.325 1.205 1.433 -0.64 3.40 0.29
N 1.422 0.200 -1.074 0.18 -3.50 -1.04
F -0.878 -1.492 1.085 0.07 -1.05 1.56
H -2.321 -0.857 -0.649 0.58 0.64 -0.41
H -1.025 -0.472 -1.913 -0.55 -0.23 1.08
H -1.537 0.747 -0.833 -0.92 2.21 -0.01
H 1.523 -1.658 -0.066 0.44 -0.50 -0.41
H 1.370 -0.362 0.988 1.07 -0.11 -0.47
H 0.554 1.608 1.079 -0.46 -0.38 0.69
H -0.259 0.698 2.303 0.21 0.29 0.32
H 0.848 -0.180 -1.858 0.13 1.73 -0.20
H -1.002 2.029 1.504 0.94 -1.75 0.03
H 2.419 0.110 -1.325 -0.31 0.72 0.35
```
Forces are in eV/Å.

Values from the calculation:
Net charge: +1
E_LUMO (spin up / spin down), eV: -3.4 / -9.4
HOMO level (spin up / spin down), Eh: -0.3951 / -0.5407
Kohn-Sham gap (spin up / spin down), hartree: 0.27094 / 0.19372
<S²>: 2.009
Max |F|, eV/Å: 4.17
E_tot, Eh: -329.2090
Energy above the lowest of the compared OMol25 structures with the same formula, charge and spin, kJ/mol: 91.3
2S+1: 3

---

2.
The molecule C2HNOS in a non-equilibrium geometry, computed with ωB97M-V/def2-TZVPD.

The geometry in XYZ format:
```
6
Properties=species:S:1:pos:R:3:forces:R:3
O 1.937 0.269 0.394 3.57 -0.22 0.93
C 0.918 0.096 -0.166 3.24 -0.28 -2.14
N -0.144 0.596 0.450 -3.30 0.12 0.05
C -1.186 -0.012 0.306 1.62 2.04 0.57
S -2.545 -0.592 0.220 -3.73 -1.91 -0.28
H 1.021 -0.357 -1.205 -1.41 0.24 0.87
```
Forces are in eV/Å.

Values from the calculation:
Structure (SMILES): O=CN=C=S
E_LUMO, eV: 0.0
HOMO level, Eh: -0.3758
Kohn-Sham gap, hartree: 0.37430
Max |F|, eV/Å: 4.20
E_tot, Eh: -604.9457
Energy above the lowest of the compared OMol25 structures with the same formula, charge and spin, kJ/mol: 108.4

---

3.
A structure of composition C4H7OTm in a non-equilibrium geometry, computed with ωB97M-V/def2-TZVPD.

The geometry in XYZ format:
```
13
Properties=species:S:1:pos:R:3:forces:R:3
C -1.772 -0.767 -0.113 -0.45 0.03 -0.42
C -0.645 -0.006 0.597 1.38 0.02 0.45
C 0.621 0.050 -0.079 -2.43 -0.04 -0.38
O 1.706 0.088 0.513 3.49 0.09 0.05
Tm 4.123 0.188 0.150 -1.73 0.13 0.55
H -1.519 -1.268 -1.048 -0.10 0.14 0.28
H -0.613 -0.022 1.686 0.02 0.01 -0.29
H -2.414 -1.333 0.561 0.24 0.15 -0.14
H 0.608 0.066 -1.185 -0.08 -0.02 0.25
C -1.821 0.702 -0.089 -0.45 -0.05 -0.44
H -1.603 1.249 -1.007 -0.10 -0.15 0.27
H -2.498 1.201 0.603 0.25 -0.12 -0.14
H 5.827 -0.148 -0.587 -0.04 -0.17 -0.02
```
Forces are in eV/Å.

Values from the calculation:
Net charge: +2
E_LUMO (spin up / spin down), eV: -10.8 / -11.8
HOMO level (spin up / spin down), Eh: -0.6690 / -0.6690
Kohn-Sham gap (spin up / spin down), hartree: 0.27189 / 0.23657
<S²>: 2.005
Max |F|, eV/Å: 3.50
E_tot, Eh: -1316.2455
Energy above the lowest of the compared OMol25 structures with the same formula, charge and spin, kJ/mol: 43.2
2S+1: 3

---

4.
A structure of composition C20H18ClN4OOsS, computed with ωB97M-V/def2-TZVPD.

The geometry in XYZ format:
```
46
Properties=species:S:1:pos:R:3:forces:R:3
Os 0.374 -0.578 0.460 -0.31 0.15 -0.22
Cl 5.577 4.501 0.114 -0.09 -0.11 0.01
C 4.560 3.149 0.272 0.11 0.20 -0.04
C 5.076 1.951 0.799 -0.05 -0.29 0.08
C 4.271 0.840 0.954 0.21 0.06 0.03
C 2.932 0.898 0.575 -0.03 -0.29 -0.01
O 2.205 -0.204 0.720 0.31 0.32 0.36
C 2.396 2.098 0.033 0.28 0.28 -0.08
C 1.053 2.221 -0.339 -0.32 0.00 0.05
N 0.134 1.274 -0.241 0.31 0.22 -0.18
C -1.229 1.570 -0.553 0.00 0.07 -0.05
C -1.718 2.605 -1.313 -0.01 0.00 -0.05
C -3.109 2.786 -1.448 0.04 0.02 0.00
C -3.991 1.955 -0.814 0.02 -0.03 0.02
C -3.507 0.873 -0.034 0.06 -0.02 -0.04
C -4.332 -0.005 0.687 0.02 -0.16 0.13
C -3.779 -1.027 1.451 -0.18 0.13 -0.12
C -2.412 -1.190 1.473 0.23 0.13 0.00
N -1.577 -0.380 0.780 -0.22 0.01 0.19
C -2.117 0.681 0.060 -0.24 -0.17 0.06
C 3.236 3.222 -0.105 -0.24 -0.09 -0.04
H 6.118 1.917 1.090 0.00 -0.03 0.02
H 4.660 -0.083 1.363 0.02 0.02 0.01
H 0.734 3.194 -0.700 -0.04 0.00 0.00
H -1.059 3.291 -1.829 0.02 0.00 0.00
H -3.473 3.605 -2.053 0.00 0.01 0.00
H -5.058 2.115 -0.896 -0.01 -0.01 0.01
H -5.407 0.128 0.654 0.00 -0.01 0.01
H -4.403 -1.697 2.024 -0.01 0.00 -0.01
H -1.943 -1.982 2.042 0.01 0.03 0.03
H 2.844 4.150 -0.502 -0.02 -0.01 0.00
C 0.406 -5.607 1.452 -0.01 -0.01 0.02
N -0.159 -5.013 0.242 0.04 0.04 0.00
C -0.920 -5.831 -0.728 0.00 -0.07 -0.02
C -1.251 -4.834 -1.856 -0.02 -0.01 -0.03
N -0.576 -3.602 -1.390 0.05 0.06 0.12
C 0.031 -3.811 -0.229 -0.06 -0.02 -0.01
S 1.100 -2.648 0.578 0.10 -0.37 -0.27
H -0.362 -6.204 1.938 0.00 0.01 0.01
H 0.734 -4.829 2.138 0.01 -0.02 0.00
H 1.248 -6.246 1.189 0.00 -0.01 0.01
H -1.805 -6.239 -0.244 0.00 0.01 0.00
H -0.289 -6.655 -1.060 -0.02 -0.01 0.00
H -2.320 -4.656 -1.956 0.01 -0.01 -0.01
H -0.849 -5.143 -2.818 0.00 0.01 0.01
H -0.387 -2.808 -1.980 0.02 -0.04 -0.01
```
Forces are in eV/Å.

Values from the calculation:
Net charge: +3
E_LUMO (spin up / spin down), eV: -12.1 / -12.1
HOMO level (spin up / spin down), Eh: -0.6386 / -0.6386
Kohn-Sham gap (spin up / spin down), hartree: 0.19316 / 0.19311
Max |F|, eV/Å: 0.57
E_tot, Eh: -2015.2362
Energy above the lowest of the compared OMol25 structures with the same formula, charge and spin, kJ/mol: 55.1